Entry 1:
The following is a DFT calculation (ωB97M-V/def2-TZVPD) of a cluster of 2 separate species, C6H10F2O2 in total.

Geometry as XYZ:
```
20
Properties=species:S:1:pos:R:3:mulliken_charge:R:1
C -1.3522 -0.9887 0.1086 0.0502
C -0.2136 1.0688 0.9957 -1.1946
C 1.1381 -0.9911 0.7126 -1.6089
C 0.3406 0.2780 -1.2442 -1.6870
C -0.0042 -0.1836 0.2054 1.8347
C -3.0944 0.0678 -0.2318 0.4503
O -1.5458 -2.1217 0.2053 -0.4441
O -4.0496 -0.8161 -0.4408 -0.5153
F -3.1647 1.0622 -1.0640 -0.2526
F -3.2064 0.7221 0.9736 -0.2851
H -1.2678 1.4030 0.6768 0.3044
H 0.5379 1.8796 0.6679 0.2960
H -0.1948 1.0550 2.1578 0.3111
H 2.0209 -0.4721 1.0425 0.3994
H 1.4695 -1.7396 -0.1317 0.3035
H 0.7190 -1.5296 1.5737 0.3821
H 0.7278 -0.5337 -1.8346 0.4343
H 1.1488 0.9121 -1.1141 0.4914
H -0.4771 0.8206 -1.7393 0.3370
H -3.9461 -1.6554 0.1380 0.3932
```

As for the energy above the lowest of the compared OMol25 structures with the same formula, charge and spin: 0.0000 eV. The HOMO energy comes out at -9.095 eV. The multiplicity is 1. As for the total charge: 0.

---

Entry 2:
The following is a DFT calculation (ωB97M-V/def2-TZVPD) of the ion C9H12N3O2S with charge +1.

Geometry as XYZ:
```
27
Properties=species:S:1:pos:R:3:mulliken_charge:R:1
C -3.6210 -0.0112 0.6919 -0.3225
C -2.3082 -0.0729 1.0830 -0.3161
N -1.4406 -0.6609 0.1427 0.1239
N -0.6029 0.1874 -0.6689 0.1192
O -1.2641 1.3915 -1.1279 -0.3750
C -0.4063 2.4162 -0.8766 -0.5303
C 0.7667 2.0306 -0.3619 -0.4134
C 0.7130 0.5813 -0.1339 0.1949
N 1.6618 -0.2183 -0.8979 -0.0550
C 3.1664 -0.0072 -0.7559 -0.3452
C 3.5180 -1.4206 -0.4353 -0.3721
C 2.5101 -2.2377 -0.4805 -0.3090
O 1.2798 -1.5775 -0.5960 -0.3345
S -2.5200 -1.6107 -0.9534 0.0326
C -4.0496 -0.7624 -0.4781 -0.4293
H -4.3582 0.6511 1.1766 0.3764
H -1.8901 0.4279 1.9595 0.4459
H -0.7717 -1.3924 0.2682 0.3869
H -0.7185 3.4172 -1.0687 0.4843
H 1.5581 2.5879 0.0976 0.4327
H 0.8300 0.3038 1.0352 0.1355
H 3.4537 0.7509 -0.0266 0.2619
H 3.5906 0.4079 -1.6553 0.3119
H 4.5727 -1.8760 -0.2889 0.2770
H 2.4011 -3.2358 -0.1821 0.4661
H -4.6769 -1.5815 -0.3210 0.4498
H -4.2662 -0.0047 -1.3276 0.3035
```

As for the energy above the lowest of the compared OMol25 structures with the same formula, charge and spin: 7.4323 eV. The HOMO energy comes out at -11.579 eV. The SMILES is C1=C[N@H+](N2OC=C[C@@H]2N2CC=CO2)SC1. The multiplicity is 1. As for the total charge: +1.

---

Entry 3:
The following is a DFT calculation (ωB97M-V/def2-TZVPD) of a structure of composition C22H20BrNTi.

Geometry as XYZ:
```
45
Properties=species:S:1:pos:R:3:mulliken_charge:R:1
C -0.7279 1.6131 -1.4412 -0.4514
C -0.0778 2.3651 -0.4199 -0.4837
C 1.3335 2.0311 -0.4426 -0.4956
H -0.5563 3.0804 0.2404 0.4868
C 1.5157 1.0512 -1.4953 -0.3400
C 0.2417 0.7990 -2.0901 -0.3852
H 0.0741 0.1395 -2.9390 0.5030
H -1.7833 1.6860 -1.6984 0.5543
H 2.1044 2.4640 0.1863 0.6233
H 2.4549 0.6328 -1.8397 0.6045
Ti 0.4106 0.2894 0.3049 0.1326
Br 0.0374 1.1449 2.5088 -0.3827
C -0.9031 -2.0914 0.9326 -0.4749
C -0.8116 -2.1385 -0.4926 -0.3483
C -1.7409 -1.1933 -1.0176 -0.6851
H -0.1788 -2.8137 -1.0763 0.4159
C -2.3564 -0.5206 0.0724 -0.4233
C -1.8665 -1.0972 1.2791 -0.8152
H -2.1681 -0.8335 2.2962 0.5385
H -0.3660 -2.7307 1.6422 0.5603
H -1.9386 -1.0319 -2.0785 0.5743
H -3.0762 0.2986 0.0180 0.4820
C 2.4910 -4.5462 2.5766 -0.4714
C 2.3090 -4.4899 1.1891 -0.8658
C 2.1423 -3.2679 0.5588 0.3679
C 2.1491 -2.0844 1.3156 -0.6444
C 2.3438 -2.1390 2.7088 0.1762
C 2.5133 -3.3695 3.3327 -0.7597
N 2.0612 -0.8413 0.6591 0.6588
C 3.2988 -0.1628 0.6199 0.0383
C 3.6542 0.7747 1.6057 -0.3703
C 4.9183 1.3593 1.5683 -0.8101
C 5.8036 1.0264 0.5385 -0.5022
C 5.4530 0.0804 -0.4355 -0.7151
C 4.2173 -0.5404 -0.3760 -0.0208
H 2.6183 -5.5052 3.0689 0.4006
H 2.2994 -5.4017 0.5929 0.3958
H 2.0195 -3.1744 -0.5245 0.3887
H 2.3743 -1.1975 3.2639 0.3023
H 2.6654 -3.4013 4.4144 0.3933
H 2.9206 1.0101 2.3808 0.2705
H 5.1934 2.0816 2.3424 0.4005
H 6.7793 1.5035 0.4923 0.3925
H 6.1315 -0.1860 -1.2475 0.3846
H 3.8913 -1.3068 -1.0870 0.3993
```

The HOMO energy comes out at -7.688 eV. The multiplicity is 1. As for the total charge: 0.

---

Entry 4:
The following is a DFT calculation (ωB97M-V/def2-TZVPD) of a cluster of 3 separate species, C28H25BrFN4O7 in total.

Geometry as XYZ:
```
66
Properties=species:S:1:pos:R:3:mulliken_charge:R:1
O 2.2467 -1.8742 0.1692 -0.4548
C 2.1003 -1.5982 -0.9958 0.1580
C 1.6022 -2.6722 -2.0596 -0.9860
C 0.0934 -2.9418 -1.6912 0.6846
C -0.3417 -4.2158 -1.0791 -0.8635
C -1.8013 -4.3396 -0.7514 -0.6797
C -2.7951 -3.3034 -0.9642 -0.8616
C -2.3422 -2.0252 -1.5880 0.9597
C -3.2913 -0.9079 -1.8236 1.1797
C -4.7954 -1.1420 -1.4069 -0.9343
O -5.4969 -1.7476 -2.1695 -0.4057
N -5.1852 -0.6255 -0.1154 0.1005
C -6.6019 -0.4891 0.0453 0.5498
O -7.1172 -0.6497 1.1026 -0.4371
F -7.4309 -0.1146 -1.0022 -0.2063
N -2.8450 0.2700 -2.3811 0.2804
C -3.7585 1.4379 -2.5933 -1.0244
C -3.8141 2.2399 -1.2233 -0.3037
C -2.5322 3.1028 -0.9115 -0.5339
Br -2.4796 3.4080 1.0637 -0.1268
C -1.4979 0.4423 -2.7832 -0.7010
C -0.4888 -0.5920 -2.5945 -0.9422
C -0.9111 -1.8712 -1.9521 1.0108
H 2.3717 -0.5362 -1.2970 0.3134
H 1.6434 -2.2420 -3.0935 0.3091
H 2.2333 -3.5914 -1.9390 0.4674
H 0.4062 -5.0282 -0.8887 0.4129
H -2.1528 -5.2960 -0.2928 0.3712
H -3.8688 -3.4396 -0.6686 0.4445
H -4.7432 -1.1147 0.6707 0.2331
H -3.4565 2.0727 -3.4666 0.5202
H -4.8006 1.0408 -2.7732 0.3865
H -4.6768 2.9687 -1.3052 0.3796
H -3.9700 1.4870 -0.4037 0.2822
H -1.5571 2.6104 -1.1595 0.2267
H -2.5543 4.1041 -1.4133 0.3977
H -1.2267 1.4336 -3.2355 0.4227
H 0.5416 -0.3510 -2.9407 0.3153
C 1.7286 0.4016 3.6869 -0.6536
C 1.1263 -0.3934 2.7203 -0.3821
C -0.2521 -0.3857 2.5734 -0.3604
C -1.0231 0.4250 3.3946 -0.0532
C -0.4336 1.2189 4.3712 -0.4491
C 0.9500 1.2040 4.5157 -0.5774
N -2.4782 0.4501 3.2158 1.0055
O -2.9612 -0.2783 2.3535 -0.5852
O -3.1259 1.1935 3.9251 -0.5675
H 2.8041 0.3980 3.7948 0.5682
H 1.7312 -1.0206 2.0758 0.5682
H -0.7084 -1.0104 1.8151 0.6281
H -1.0303 1.8498 5.0183 0.4717
H 1.4216 1.8212 5.2710 0.4183
C 7.6932 1.7370 -0.9734 -0.4109
C 6.3922 2.0258 -1.3690 -0.5416
C 5.3359 1.8077 -0.4955 -0.1484
C 5.5951 1.3042 0.7733 -0.0194
C 6.8910 1.0060 1.1741 -0.2905
C 7.9422 1.2241 0.2939 -0.5088
N 4.4852 1.0958 1.7081 1.1012
O 3.3559 1.3503 1.3164 -0.5617
O 4.7550 0.6845 2.8226 -0.6107
H 8.5170 1.9137 -1.6560 0.3827
H 6.2026 2.4245 -2.3585 0.3723
H 4.3264 2.0364 -0.8132 0.4437
H 7.0963 0.6090 2.1603 0.4356
H 8.9573 0.9979 0.5969 0.3801
```

As for the energy above the lowest of the compared OMol25 structures with the same formula, charge and spin: 2.4137 eV. The HOMO energy comes out at -11.596 eV. The multiplicity is 1. As for the total charge: +1.

---

Entry 5:
The following is a DFT calculation (ωB97M-V/def2-TZVPD) of a cluster of 13 separate species, C38H107N9O18 in total.

Geometry as XYZ:
```
172
Properties=species:S:1:pos:R:3:mulliken_charge:R:1
C -7.1034 5.6279 5.1878 -0.7041
O -7.2999 6.7157 4.3287 -0.4036
C -7.6901 7.9331 4.7746 -0.7838
C -9.1846 8.1102 4.8107 -0.4203
N -9.7770 7.5479 6.0158 -0.1729
C -11.2432 7.5279 5.9740 -0.8276
C -12.0061 7.2459 7.3378 -0.5255
O -11.4847 8.1238 8.3357 -0.3207
C -11.8664 7.7513 9.7682 -0.6803
H -6.5717 5.8215 6.1194 0.3175
H -6.6061 4.7994 4.6835 0.2434
H -8.0992 5.2822 5.4655 0.2759
H -7.2762 8.8253 4.3046 0.3981
H -7.3814 8.0482 5.8136 0.4416
H -9.6758 7.5729 3.9995 0.3469
H -9.3236 9.1912 4.8271 0.3323
H -9.2111 6.7798 6.3470 0.1811
H -11.4871 6.8450 5.1602 0.4761
H -11.7140 8.4553 5.6478 0.3160
H -11.6626 6.2233 7.4937 0.3005
H -13.0921 7.2958 7.2581 0.3958
H -11.4335 6.7780 9.9995 0.2941
H -12.9497 7.7677 9.8877 0.2828
H -11.4739 8.5252 10.4279 0.2361
C 9.5063 1.3186 4.4464 -0.7872
O 9.9201 0.1195 3.8388 -0.2926
C 8.7922 -0.7684 3.6789 -0.5557
C 9.1722 -2.1923 3.1554 -0.7342
N 9.7661 -2.1064 1.8022 -0.3919
C 10.2243 -3.4194 1.3895 -0.5847
C 11.3098 -3.2302 0.3506 -0.6443
O 12.2474 -2.2182 0.8276 -0.4004
C 13.2450 -1.8364 -0.1404 -0.7924
H 10.3376 1.9751 4.7035 0.2896
H 9.2113 1.1343 5.4794 0.3174
H 8.7317 1.8450 3.8887 0.2977
H 7.9851 -0.4145 3.0374 0.3546
H 8.2746 -0.8733 4.6324 0.4531
H 8.2776 -2.7599 2.8992 0.3285
H 9.7885 -2.8876 3.7254 0.4248
H 10.6569 -1.6329 1.7530 0.3798
H 9.4650 -4.1121 1.0266 0.3405
H 10.7879 -3.9073 2.1848 0.3175
H 10.9933 -2.9184 -0.6447 0.3999
H 11.8183 -4.1889 0.2483 0.4019
H 14.0964 -1.2916 0.2676 0.2638
H 12.8242 -1.0954 -0.8201 0.3102
H 13.7074 -2.6257 -0.7331 0.3056
C -0.7252 -6.7167 -8.7463 -0.7362
O -0.2490 -6.0925 -9.9712 -0.3005
C -0.0213 -4.6415 -9.8823 -0.4657
C 0.4410 -4.3565 -11.3534 -0.2830
N 1.1774 -3.0551 -11.3678 -0.3228
C 1.6698 -2.6030 -12.7108 -0.9131
C 0.5254 -2.1318 -13.6622 -0.4055
O -0.2031 -3.2520 -14.1326 -0.2981
C -1.5328 -2.9276 -14.4944 -0.7532
H -1.7663 -6.5200 -8.4903 0.2728
H -0.1560 -6.3150 -7.9079 0.3040
H -0.4945 -7.7816 -8.7748 0.2525
H 0.7900 -4.3820 -9.2022 0.3776
H -0.9467 -4.1080 -9.6653 0.2951
H -0.3742 -4.3432 -12.0769 0.1825
H 1.0886 -5.1605 -11.7031 0.2077
H 0.7905 -2.2456 -10.9040 0.2486
H 2.2300 -3.3956 -13.2069 0.3116
H 2.4198 -1.8193 -12.6038 0.3871
H 0.9097 -1.5780 -14.5187 0.4235
H -0.1738 -1.4351 -13.1998 0.3211
H -1.9596 -2.0189 -14.0700 0.3176
H -2.0470 -3.8886 -14.5043 0.2604
H -1.4600 -2.6829 -15.5541 0.3164
C 6.1327 1.7282 -2.0127 -0.6925
O 7.1611 2.5770 -2.5675 -0.3320
C 8.3763 2.5493 -1.7693 -0.4617
C 9.3407 3.6637 -2.2508 -1.1293
N 8.8066 5.0485 -2.3578 -0.2960
C 8.0679 5.4185 -1.1390 -0.1645
C 7.5106 6.8850 -1.3678 -0.6200
O 7.1885 7.0721 -2.6881 -0.3773
C 5.8228 6.7571 -3.0296 -0.6538
H 5.8455 2.1776 -1.0621 0.2594
H 6.7352 0.8215 -1.9578 0.3314
H 5.3560 1.7105 -2.7773 0.2316
H 8.8962 1.6217 -2.0090 0.4508
H 8.3162 2.5380 -0.6810 0.3888
H 9.7887 3.3683 -3.1996 0.4337
H 10.3102 3.8390 -1.7845 0.4095
H 8.4852 5.2301 -3.2979 0.3048
H 8.6903 5.3836 -0.2448 0.3040
H 7.1912 4.7719 -1.1025 0.0990
H 8.2637 7.6604 -1.2277 0.3195
H 6.6735 7.1253 -0.7123 0.3710
H 5.6300 5.6921 -2.9000 0.2122
H 5.5598 6.8769 -4.0806 0.2878
H 5.0902 7.2808 -2.4156 0.3221
C -1.0365 -0.5967 -3.5236 -0.7312
O -0.4043 0.0126 -2.4230 -0.3413
C -1.2196 0.5290 -1.3013 -0.7574
C -1.2817 -0.4522 -0.2265 -0.2349
N 0.1136 -0.6988 0.3065 -0.2669
C 0.3045 -1.5607 1.4846 -0.8026
C -0.1402 -2.9819 1.0877 -0.1700
O 0.3399 -3.8209 2.0933 -0.3450
C -0.0549 -5.2587 2.1689 -0.7390
H -1.7065 -1.4326 -3.3225 0.2919
H -0.2875 -0.9300 -4.2419 0.2517
H -1.5602 0.1675 -4.0979 0.3060
H -2.2493 0.6902 -1.6203 0.3652
H -0.9318 1.4609 -0.8147 0.3976
H -1.7952 -1.3378 -0.6011 0.2542
H -1.9253 -0.0229 0.5413 0.2536
H 0.8842 -0.8368 -0.3317 0.2536
H -0.2119 -1.1289 2.3419 0.2596
H 1.3634 -1.5244 1.7405 0.3359
H 0.3229 -3.2549 0.1395 0.2648
H -1.2104 -3.1791 1.0260 0.3117
H 0.4700 -5.8202 2.9418 0.2608
H 0.2406 -5.6501 1.1955 0.3042
H -1.1004 -5.5239 2.3262 0.2789
C -3.7533 0.5073 8.4839 0.6327
O -3.5917 -0.0860 7.4414 -0.6321
N -4.9694 0.8451 8.9494 -0.4363
N -2.7824 1.0217 9.2178 -0.4468
H -5.0374 1.4504 9.7551 0.1799
H -5.6606 0.6376 8.2428 0.2375
H -1.9781 0.6380 8.7424 0.2514
H -2.8865 1.8249 9.8212 0.2143
C 2.4288 4.2128 4.4176 0.7034
O 2.9140 3.2357 4.9541 -0.6690
N 1.7440 4.2155 3.3494 -0.3505
N 2.4651 5.4218 4.8971 -0.4010
H 1.2431 5.0297 3.0236 0.1318
H 1.5688 3.3369 2.8830 0.2050
H 2.7849 5.5018 5.8518 0.2117
H 2.1810 6.2006 4.3201 0.1671
C -1.7312 -12.7928 0.3910 -0.5726
O -2.8059 -12.8215 1.3417 -0.4924
H -2.1454 -12.3213 -0.5003 0.2544
H -0.7490 -12.4043 0.6600 0.2644
H -1.6184 -13.7517 -0.1149 0.2445
H -2.6399 -12.1317 1.9884 0.3016
C -7.3791 -3.9856 -6.2666 -0.4602
O -7.8452 -4.9830 -7.1597 -0.4953
H -8.0902 -3.1607 -6.2230 0.2724
H -7.5639 -4.5546 -5.3554 0.2169
H -6.3252 -3.8430 -6.5054 0.1667
H -8.6834 -4.6397 -7.4777 0.2998
C -7.9259 -7.0824 3.5943 -0.5223
O -6.5651 -7.2322 4.0225 -0.4758
H -8.3667 -6.2993 4.2112 0.2384
H -7.9528 -6.6867 2.5790 0.2319
H -8.5251 -7.9900 3.6674 0.2258
H -6.2618 -6.3403 3.8378 0.3018
C -1.7942 -12.0759 7.4492 -0.5376
O -2.5000 -11.3856 6.4915 -0.4725
H -0.9873 -12.5499 6.8904 0.2057
H -1.4266 -11.3886 8.2113 0.2587
H -2.1551 -13.0360 7.8181 0.2266
H -2.7781 -10.5870 6.9460 0.3192
C -7.6456 1.4476 -1.0071 -0.5022
O -7.3189 0.8994 -2.2822 -0.4876
H -7.0704 2.3633 -0.8709 0.2400
H -8.6878 1.6759 -0.7838 0.2532
H -7.2981 0.7036 -0.2903 0.2037
H -7.4198 1.6055 -2.9247 0.2923
C -1.2983 8.9417 0.1025 -0.5187
O -0.9274 8.4147 1.3530 -0.4840
H -0.6023 8.8181 -0.7272 0.2224
H -2.1756 8.3468 -0.1514 0.2433
H -1.6812 9.9567 0.2089 0.2349
H -1.3502 8.9733 2.0093 0.3025
```

As for the energy above the lowest of the compared OMol25 structures with the same formula, charge and spin: 3.9773 eV. The HOMO energy comes out at -8.022 eV. The multiplicity is 1. As for the total charge: 0.

---

Entry 6:
The following is a DFT calculation (ωB97M-V/def2-TZVPD) of a structure of composition C25H35BrCl2GaN2OSSi3.

Geometry as XYZ:
```
71
Properties=species:S:1:pos:R:3:mulliken_charge:R:1
Ga -0.6689 -0.0735 0.6500 1.6234
Cl -0.9025 -0.6016 2.9170 -0.4887
C -2.3682 -3.9630 -1.2863 -0.8882
C -2.9803 -5.0659 -1.9157 -0.6933
C -3.2088 -5.1624 -3.2917 -0.4059
C -2.8247 -4.1216 -4.1229 -0.4919
C -2.2144 -3.0317 -3.5396 -0.0484
Cl -1.7075 -1.6774 -4.5971 -0.3096
C -1.9889 -2.9695 -2.1764 0.9747
S -1.1362 -1.4726 -1.6014 -0.0341
H -3.3048 -5.9088 -1.3057 0.2971
H -3.6869 -6.0361 -3.7301 0.3489
H -2.9869 -4.1474 -5.1928 0.3826
C 4.2424 -0.7593 -0.1455 -1.0838
Si 2.4756 -1.2592 0.4079 0.0087
C 2.6509 -2.1786 2.0292 -1.1107
C 2.1640 -2.5310 -0.9250 -1.0841
C 1.4366 0.2988 0.7032 0.9192
Si 1.9587 1.1913 2.3121 0.1714
C 3.8253 1.5659 2.3428 -1.2380
C 1.8373 0.6437 4.1129 -1.3023
C 1.0685 2.8709 2.3216 -0.9600
Si 1.6695 1.4829 -0.6948 -1.0939
C 1.7045 0.7004 -2.4034 -0.9525
C 3.0678 2.7564 -0.7262 -1.4057
C 0.0503 2.5408 -0.7965 0.5090
C -0.0080 3.7440 -1.5058 -0.8193
C -1.1980 4.4530 -1.5944 -0.4710
C -2.3359 3.9151 -0.9795 -1.1144
C -2.2038 2.7121 -0.3292 0.1228
N -1.0571 2.0552 -0.2180 0.5522
H 4.8038 -1.6928 -0.2372 0.4315
H 4.7932 -0.1116 0.5325 0.3239
H 4.2502 -0.2897 -1.1334 0.2633
H 3.2663 -3.0690 1.8812 0.4281
H 1.6679 -2.4873 2.3906 0.2910
H 3.1275 -1.5725 2.8006 0.2302
H 3.0317 -3.1919 -0.8494 0.4732
H 2.1891 -2.0809 -1.9197 0.3101
H 1.2537 -3.1271 -0.8548 0.2564
H 4.3872 0.6515 2.5426 0.3263
H 3.9938 2.2349 3.1916 0.4201
H 4.2480 2.0367 1.4605 0.3484
H 2.2686 -0.3463 4.2647 0.3635
H 0.8281 0.6173 4.5101 0.3421
H 2.4460 1.3612 4.6673 0.4103
H 1.1798 3.4763 1.4221 0.2440
H 1.4368 3.4587 3.1678 0.5056
H -0.0011 2.7044 2.4851 0.0947
H 2.6004 0.1012 -2.5725 0.3091
H 1.6854 1.4929 -3.1580 0.3355
H 0.8383 0.0527 -2.5637 0.2053
H 4.0313 2.2443 -0.7563 0.3684
H 3.0663 3.4186 0.1399 0.4258
H 3.0087 3.3709 -1.6263 0.4411
H 0.8883 4.1165 -1.9797 0.3053
H -1.2511 5.3900 -2.1334 0.4336
H -3.2982 4.4052 -1.0135 0.4406
H -3.0928 2.2409 0.1047 0.3333
Br -5.6642 -2.8667 -0.2082 -0.1623
C -4.8177 -1.3237 0.4542 -0.4798
C -5.5403 -0.3070 1.0263 -0.1871
C -4.8425 0.7762 1.5622 -0.8142
C -3.4729 0.7972 1.4529 -0.3412
N -2.8000 -0.1552 0.8106 0.2771
C -3.4289 -1.2270 0.3521 0.1333
H -6.6189 -0.3667 1.0808 0.4360
H -5.3489 1.5853 2.0678 0.4322
H -2.8679 1.5257 2.0185 0.4852
H -2.8231 -2.0200 -0.0829 0.3585
O -0.7911 -1.7941 -0.0161 -0.7128
```

As for the energy above the lowest of the compared OMol25 structures with the same formula, charge and spin: 0.0000 eV. The HOMO energy comes out at -3.393 eV. The multiplicity is 1. As for the total charge: -1.